*P*
Below is C3H6FN3 in the gas phase, with properties calculated with ωB97M-V with the def2-TZVPD basis set.

Summary:
HOMO energy = -0.356 hartree
Net charge = 0
SMILES string = [H]/N=C\N/C(CF)=N\[H]

Last column: Mulliken charge in e.
Atoms and positions in Å:
H  -1.617  1.269  -0.233  0.36
N  -2.196  0.464  -0.056  -0.67
C  -1.615  -0.649  -0.070  0.02
N  -0.265  -0.982  -0.229  -0.22
C  0.899  -0.244  -0.064  0.63
C  0.783  1.187  0.400  -0.44
F  0.199  1.978  -0.596  -0.30
N  2.092  -0.689  -0.205  -0.63
H  2.064  -1.664  -0.480  0.20
H  -2.183  -1.571  0.033  0.31
H  -0.113  -1.974  -0.395  0.21
H  0.154  1.272  1.313  0.29
H  1.798  1.605  0.582  0.23

=====

*Q*
Below is a 2-piece molecular cluster, C3H6FN3 overall, with properties calculated with ωB97M-V with the def2-TZVPD basis set.

Summary:
HOMO energy (alpha / beta) = -0.295 / -0.295 hartree
Net charge = 0

Last column: Mulliken charge in e.
Atoms and positions in Å:
C  -2.072  -1.290  -1.299  -0.35
C  -3.167  -1.140  -0.870  0.17
C  1.401  1.605  0.890  -0.30
N  0.842  0.192  -1.007  -0.89
N  1.154  0.536  0.208  0.71
N  1.414  -0.649  0.880  -0.66
F  -4.198  -0.846  -0.184  -0.23
H  -1.299  -1.547  -1.925  0.40
H  1.262  2.731  0.640  0.24
H  1.746  1.379  1.830  0.20
H  0.850  1.013  -1.710  0.18
H  0.753  -1.390  0.658  0.29
H  1.312  -0.594  1.888  0.25

=====

*R*
Below is a 2-piece molecular cluster, C3H6FN3 overall, with properties calculated with ωB97M-V with the def2-TZVPD basis set.

Summary:
HOMO energy = -0.302 hartree
Net charge = 0

Last column: Mulliken charge in e.
Atoms and positions in Å:
C  -2.362  -0.179  0.040  0.01
C  1.708  1.225  -1.013  -0.99
C  1.515  0.333  0.081  0.25
N  -2.173  -1.215  0.722  -0.48
N  0.508  -1.311  1.340  -0.97
N  1.068  -0.661  0.476  0.62
F  -1.716  1.008  0.092  -0.24
H  2.762  1.172  -1.457  0.30
H  1.038  0.962  -1.768  0.25
H  1.674  2.257  -0.826  0.33
H  -3.180  -0.196  -0.635  0.39
H  -1.563  -1.113  1.530  0.35
H  0.720  -2.281  1.419  0.19

=====

Order of stability, best first: *P*, *R*, *Q*

=====

*P*
Below is a 2-piece molecular cluster, C5H15NO overall, with properties calculated with ωB97M-V with the def2-TZVPD basis set.

Summary:
Multiplicity = 2
HOMO energy (alpha / beta) = 0.038 / -0.189 hartree
Net charge = -1

Last column: Mulliken charge in e.
Atoms and positions in Å:
C  -0.832  -2.188  -1.961  -1.23
C  -0.519  -1.442  -0.599  -0.40
N  -0.573  0.005  -0.765  0.20
C  -1.387  0.598  0.297  -0.88
C  -1.242  0.021  1.733  -1.35
C  0.789  0.655  -0.817  -1.68
H  -0.568  -1.552  -2.819  0.30
H  -1.900  -2.310  -2.017  0.33
H  -0.086  -2.979  -2.134  0.36
H  -1.273  -1.998  0.112  0.20
H  0.444  -1.854  -0.210  0.45
H  -1.396  1.668  0.116  0.49
H  -2.438  0.338  0.074  0.27
H  -1.924  -0.737  2.091  0.40
H  -0.219  -0.240  1.932  0.34
H  -1.315  0.926  2.358  0.53
H  0.707  1.617  -1.301  0.71
H  1.079  0.842  0.249  0.08
H  1.468  -0.112  -1.201  0.42
H  3.557  2.275  0.942  0.57
H  2.551  2.737  1.739  0.57
O  3.044  1.887  1.698  -1.69

=====

*Q*
Below is a 2-piece molecular cluster, C5H15NO overall, with properties calculated with ωB97M-V with the def2-TZVPD basis set.

Summary:
Multiplicity = 2
HOMO energy (alpha / beta) = 0.043 / -0.222 hartree
Net charge = -1

Last column: Mulliken charge in e.
Atoms and positions in Å:
C  -2.564  -0.785  -1.044  -1.29
N  -1.192  -1.272  -0.764  -0.03
C  -0.392  -0.158  -0.191  -1.41
C  0.626  -0.666  0.848  0.99
C  1.516  -1.742  0.249  -1.39
C  1.449  0.509  1.451  -1.81
H  -2.441  0.211  -1.463  0.45
H  -3.361  -0.694  -0.295  0.30
H  -2.937  -1.478  -1.814  0.40
H  -1.240  -1.963  -0.024  0.21
H  -0.972  0.589  0.343  0.35
H  0.252  0.227  -0.985  0.20
H  0.102  -0.987  1.750  0.30
H  2.580  -1.654  0.483  0.39
H  1.439  -1.849  -0.843  0.37
H  1.267  -2.795  0.468  0.29
H  1.258  0.669  2.513  0.36
H  1.364  1.442  0.892  0.51
H  2.517  0.275  1.382  0.33
H  0.117  3.965  -1.768  0.66
H  -0.019  4.034  -0.228  0.60
O  0.633  4.122  -0.959  -1.78

=====

*R*
Below is a 2-piece molecular cluster, C5H15NO overall, with properties calculated with ωB97M-V with the def2-TZVPD basis set.

Summary:
Multiplicity = 2
HOMO energy (alpha / beta) = 0.044 / -0.164 hartree
Net charge = -1

Last column: Mulliken charge in e.
Atoms and positions in Å:
C  0.632  1.425  0.111  -1.95
N  0.780  0.055  -0.348  1.16
C  -0.333  -0.402  -1.044  -1.92
C  0.986  -1.540  1.564  -1.23
C  1.716  -0.887  0.222  0.16
C  2.251  -2.010  -0.703  -1.58
H  1.636  1.861  0.235  0.14
H  0.087  1.987  -0.571  0.64
H  0.271  1.501  1.182  0.43
H  -0.948  0.373  -1.555  0.81
H  -0.896  -0.791  -0.229  0.32
H  -0.118  -1.326  -1.701  0.11
H  1.665  -2.262  1.931  0.52
H  0.111  -2.151  1.160  0.20
H  0.510  -0.732  2.209  0.31
H  2.460  -0.365  0.760  0.19
H  2.965  -2.563  0.035  0.41
H  1.590  -2.728  -1.067  0.38
H  2.678  -1.620  -1.662  0.32
H  -6.269  3.595  0.468  0.67
H  -5.583  4.250  -0.879  0.69
O  -6.191  4.330  -0.118  -1.78

=====

Order of stability, best first: *Q*, *P*, *R*

=====

*P*
Below is C4H6F2O in the gas phase, with properties calculated with ωB97M-V with the def2-TZVPD basis set.

Summary:
HOMO energy = -0.385 hartree
Net charge = 0
SMILES string = C[C@@H](C=O)C(F)F

Last column: Mulliken charge in e.
Atoms and positions in Å:
C  0.579  -0.340  1.315  -0.77
C  -0.086  -0.290  -0.073  0.22
C  -1.412  0.181  0.127  0.01
O  -2.071  0.189  1.234  -0.52
C  0.654  0.287  -1.210  -0.15
F  1.766  -0.410  -1.589  -0.28
F  0.928  1.532  -0.887  -0.28
H  1.670  -0.777  1.221  0.31
H  -0.175  -1.022  1.736  0.30
H  0.165  0.822  1.725  0.23
H  -0.192  -1.132  -0.678  0.35
H  -1.821  0.695  -0.872  0.19
H  -0.004  0.263  -2.048  0.39

=====

*Q*
Below is C4H6F2O in the gas phase, with properties calculated with ωB97M-V with the def2-TZVPD basis set.

Summary:
HOMO energy = -0.351 hartree
Net charge = 0
SMILES string = OC/C(=C/F)CF

Last column: Mulliken charge in e.
Atoms and positions in Å:
O  0.507  2.062  0.282  -0.52
C  -0.452  1.031  0.301  -0.35
C  0.138  -0.260  -0.096  0.02
C  1.425  -0.266  -0.325  -0.05
F  2.079  -1.374  -0.629  -0.27
C  -0.745  -1.564  -0.138  -0.36
F  -1.793  -1.309  -0.967  -0.29
H  0.161  2.908  0.511  0.28
H  -0.856  0.931  1.300  0.27
H  -1.231  1.297  -0.460  0.26
H  2.002  0.609  -0.137  0.49
H  -0.070  -2.361  -0.465  0.29
H  -1.166  -1.704  0.823  0.24

=====

Order of stability, best first: *Q*, *P*

=====

*P*
Below is C8H9NO in the gas phase, with properties calculated with ωB97M-V with the def2-TZVPD basis set.

Summary:
HOMO energy (alpha / beta) = -0.306 / -0.262 hartree
Net charge = 0

Last column: Mulliken charge in e.
Atoms and positions in Å:
C  0.736  -1.884  -1.103  0.23
C  0.666  -0.748  -0.709  -0.10
C  -1.615  1.281  -0.644  -0.31
C  -0.278  1.549  -0.523  -0.67
C  -1.801  -0.425  1.145  0.08
C  -2.176  -0.018  -0.378  -0.76
C  0.727  0.600  -0.297  0.11
C  2.822  0.137  0.672  -0.74
N  -0.704  -0.408  1.645  -0.52
O  1.885  1.079  0.192  -0.34
H  0.742  -2.882  -1.427  0.46
H  -2.291  2.121  -0.704  0.34
H  0.050  2.578  -0.459  0.37
H  -2.724  -0.745  1.625  0.38
H  -3.257  -0.050  -0.488  0.38
H  -1.707  -0.828  -0.933  0.19
H  3.231  -0.473  -0.139  0.31
H  2.349  -0.517  1.411  0.33
H  3.618  0.716  1.137  0.24

=====

*Q*
Below is C8H9NO in the gas phase, with properties calculated with ωB97M-V with the def2-TZVPD basis set.

Summary:
HOMO energy (alpha / beta) = -0.254 / -0.254 hartree
Net charge = 0

Last column: Mulliken charge in e.
Atoms and positions in Å:
C  0.910  -2.411  0.317  -0.68
C  -0.059  -0.409  0.042  -0.40
C  -0.178  -1.696  0.697  0.32
C  1.120  -0.506  -0.609  0.79
C  1.655  0.548  -1.386  -0.62
C  -0.099  2.174  -1.175  0.02
C  -1.386  -2.268  1.390  -1.14
C  -0.660  3.299  -0.267  -0.75
N  1.002  1.670  -1.281  -0.16
O  1.663  -1.718  -0.544  -0.39
H  1.161  -3.412  0.396  0.50
H  2.558  0.658  -1.966  0.43
H  -0.606  0.496  0.109  0.28
H  -2.203  -1.951  0.751  0.33
H  -1.240  -3.309  1.217  0.34
H  -1.542  -1.898  2.347  0.30
H  -0.307  2.956  0.770  0.23
H  -1.770  3.658  -0.224  0.27
H  -0.017  4.120  -0.584  0.31

=====

Order of stability, best first: *Q*, *P*